# 1
Formula: C18H21N3O4
Source: OMol25
Level of theory: the ωB97M-V functional and the def2-TZVPD basis

Geometry (Å):
C1 4.3807 1.6542 2.5785
O1 2.9954 1.5903 2.3392
C2 2.4047 2.6262 1.6551
C3 3.0637 3.7499 1.1891
C4 2.3626 4.7334 0.5055
C5 1.0067 4.5995 0.2850
C6 0.3332 3.4804 0.7478
C7 1.0201 2.4916 1.4327
N1 0.4206 1.3299 1.9346
C8 -0.8474 0.8774 1.7664
O2 -1.7174 1.4666 1.1568
C9 -1.0827 -0.4981 2.4062
N2 -0.9719 -1.6380 1.5182
C10 -2.0776 -1.8844 0.6161
C11 -1.9684 -1.1179 -0.7133
N3 -0.6949 -1.4190 -1.3243
C12 -0.4701 -2.0599 -2.4921
O3 0.6531 -2.2416 -2.9310
C13 -1.6621 -2.5616 -3.2299
C14 -2.6853 -3.3966 -2.8607
C15 -3.4249 -3.6582 -4.0361
C16 -2.7962 -2.9703 -5.0291
O4 -1.7304 -2.3182 -4.5530
C17 0.4243 -1.0615 -0.4784
C18 0.3017 -1.8230 0.8519
H1 4.6286 0.7406 3.1168
H2 4.6410 2.5196 3.1955
H3 4.9467 1.6876 1.6428
H4 4.1230 3.8725 1.3491
H5 2.8909 5.6036 0.1473
H6 0.4638 5.3643 -0.2478
H7 -0.7245 3.3654 0.5814
H8 1.0720 0.7498 2.4465
H9 -2.0953 -0.5016 2.8168
H10 -0.3753 -0.6519 3.2283
H11 -3.0116 -1.6260 1.1156
H12 -2.0788 -2.9601 0.4033
H13 -2.7834 -1.3907 -1.3811
H14 -2.0189 -0.0417 -0.5171
H15 -2.8769 -3.7913 -1.8835
H16 -4.2974 -4.2722 -4.1245
H17 -3.0088 -2.8681 -6.0748
H18 1.3419 -1.3419 -0.9980
H19 0.4181 0.0210 -0.3174
H20 1.1095 -1.5360 1.5271
H21 0.3980 -2.8939 0.6383

Calculated values
HOMO in eV: -8.240
Frontier orbital gap in eV: 8.83
Energy above the lowest of the compared OMol25 structures with the same formula, charge and spin in eV: 2.790
LUMO level in eV: 0.586
Calculated total energy in Eh: -1163.72582
SMILES string: COc1ccccc1NC(=O)CN1CCN(C(=O)c2ccco2)CC1

# 2
Formula: C18H21N3O6S2
Source: OMol25
Level of theory: the ωB97M-V functional and the def2-TZVPD basis

Geometry (Å):
C1 1.4952 -1.3805 -3.3893
O1 0.6438 -1.0481 -2.3126
C2 -0.2343 -1.9495 -1.8480
C3 -0.2147 -3.3078 -2.1593
C4 -1.1159 -4.1768 -1.5777
C5 -2.0530 -3.6857 -0.6802
N1 -2.9664 -4.5904 -0.0427
O2 -3.0250 -5.7254 -0.4690
O3 -3.6127 -4.1701 0.8942
C6 -2.1211 -2.3264 -0.3836
C7 -1.2226 -1.4495 -0.9609
N2 -1.2453 -0.0837 -0.6690
C8 -1.3503 0.8871 -1.7499
C9 0.0038 1.5081 -2.1276
O4 0.4058 1.5778 -3.2702
N3 0.6533 1.9878 -1.0579
C10 2.0146 2.4515 -1.0994
C11 2.9728 1.3809 -0.5845
S1 2.5054 0.7978 1.0846
C12 2.6310 2.3466 1.9732
C13 1.4795 2.9899 2.3992
C14 1.5900 4.1925 3.0770
C15 2.8360 4.7446 3.3233
C16 3.9812 4.0921 2.8964
C17 3.8822 2.8869 2.2247
S2 -1.7662 0.4075 0.8541
C18 -0.7850 -0.6160 1.9647
O5 -1.3155 1.7670 0.9863
O6 -3.1622 0.1693 1.0487
H1 1.8897 -0.4272 -3.7388
H2 2.3118 -2.0320 -3.0633
H3 0.9434 -1.8569 -4.2026
H4 0.5290 -3.6954 -2.8363
H5 -1.0953 -5.2325 -1.7981
H6 -2.8973 -1.9602 0.2711
H7 -1.7886 0.4237 -2.6366
H8 -2.0127 1.6850 -1.4041
H9 0.1899 1.9381 -0.1575
H10 2.2581 2.6810 -2.1410
H11 2.1065 3.3602 -0.4964
H12 3.9970 1.7519 -0.5515
H13 2.9206 0.4904 -1.2088
H14 0.5087 2.5649 2.1924
H15 0.6961 4.6998 3.4069
H16 2.9165 5.6841 3.8494
H17 4.9542 4.5183 3.0908
H18 4.7698 2.3649 1.8988
H19 0.2509 -0.5397 1.6558
H20 -1.1398 -1.6364 1.9382
H21 -0.9137 -0.1998 2.9568

Calculated values
HOMO in eV: -9.036
Frontier orbital gap in eV: 8.57
Energy above the lowest of the compared OMol25 structures with the same formula, charge and spin in eV: 2.516
LUMO level in eV: -0.468
Calculated total energy in Eh: -2110.50682
SMILES string: COc1ccc([N+](=O)[O-])cc1N(CC(=O)NCCSc1ccccc1)S(C)(=O)=O

# 3
Formula: C18H21N3OS
Source: OMol25
Level of theory: the ωB97M-V functional and the def2-TZVPD basis

Geometry (Å):
C1 0.8883 5.3604 1.4057
C2 -0.0400 4.1614 1.5485
C3 0.7262 2.8494 1.2895
S1 -0.3118 1.3608 1.5992
C4 0.9120 0.0766 1.4491
N1 1.4746 -0.4322 2.5559
C5 2.5598 -1.2348 2.4630
C6 3.1240 -1.6042 1.2440
C7 2.5398 -1.1038 0.0955
C8 1.4063 -0.2887 0.1930
C9 0.8116 0.1886 -1.0348
O1 1.6009 0.7966 -1.7581
N2 -0.5023 -0.0586 -1.4763
C10 -1.0109 0.5864 -2.6636
C11 -2.5195 0.3237 -2.6185
C12 -2.6713 -0.9370 -1.8315
C13 -1.5696 -0.8393 -0.7881
C14 -1.0941 -2.2076 -0.3672
C15 -0.5409 -3.1240 -1.2178
C16 -0.1484 -4.3918 -0.7651
N3 -0.2455 -4.7399 0.5287
C17 -0.8084 -3.8795 1.3781
C18 -1.2667 -2.6522 0.9476
H1 1.3926 5.3475 0.3947
H2 0.3242 6.3025 1.4829
H3 1.6794 5.3264 2.1535
H4 -0.8757 4.2232 0.8795
H5 -0.5134 4.1024 2.5170
H6 1.6148 2.7734 1.9224
H7 1.1016 2.7999 0.2561
H8 3.0615 -1.5827 3.3433
H9 4.0406 -2.2048 1.1557
H10 3.1150 -1.3110 -0.8128
H11 -0.5990 0.1112 -3.5370
H12 -0.7860 1.6821 -2.6898
H13 -3.0420 1.1702 -2.1343
H14 -2.9897 0.2460 -3.6117
H15 -3.6236 -1.0047 -1.3526
H16 -2.5350 -1.7706 -2.5286
H17 -1.9417 -0.2549 0.0471
H18 -0.3881 -2.8862 -2.2513
H19 0.2817 -5.0627 -1.4830
H20 -0.9090 -4.2034 2.3790
H21 -1.7221 -2.0140 1.6932

Calculated values
HOMO in eV: -8.885
Frontier orbital gap in eV: 9.47
Energy above the lowest of the compared OMol25 structures with the same formula, charge and spin in eV: 1.823
LUMO level in eV: 0.581
Calculated total energy in Eh: -1336.19569
SMILES string: CCCSc1ncccc1C(=O)N1CCC[C@H]1c1ccncc1

# 4
Formula: C18H21N5
Source: OMol25
Level of theory: the ωB97M-V functional and the def2-TZVPD basis

Geometry (Å):
C1 1.6703 -2.2700 -2.9166
C2 0.9443 -0.9435 -3.1107
N1 1.1733 -0.0462 -1.9287
N2 0.3567 -0.1560 -0.8289
C3 -0.5306 -1.1216 -0.7002
C4 -1.3984 -1.2569 0.4873
C5 -2.4245 -2.2165 0.4958
C6 -3.1753 -2.4100 1.6519
C7 -3.0418 -1.5630 2.7323
N3 -3.7625 -1.7382 3.9154
C8 -4.5422 -0.6272 4.5455
C9 -3.8313 -3.0453 4.6123
C10 -2.0168 -0.5538 2.7019
C11 -1.2001 -0.3889 1.5909
C12 2.0205 1.0499 -2.1167
N4 2.8070 1.2969 -3.1475
C13 3.4116 2.4937 -2.8520
C14 4.2956 3.2254 -3.6661
C15 4.8117 4.4198 -3.1637
C16 4.4476 4.8776 -1.8942
C17 3.5622 4.1402 -1.0628
C18 3.0400 2.9738 -1.6059
N5 2.1619 2.0260 -1.1804
H1 1.3801 -2.6871 -1.9395
H2 2.7732 -2.1148 -2.9190
H3 1.4471 -2.9989 -3.6818
H4 1.2687 -0.4688 -4.0742
H5 -0.1417 -1.0951 -3.2199
H6 -0.6897 -1.9245 -1.4126
H7 -2.6628 -2.8914 -0.3359
H8 -3.9753 -3.1593 1.7005
H9 -5.6217 -0.8548 4.4438
H10 -4.3864 0.3164 4.0252
H11 -4.2798 -0.5054 5.5868
H12 -3.0806 -3.7417 4.2481
H13 -4.7704 -3.5410 4.4779
H14 -3.6813 -2.9143 5.7014
H15 -1.8253 0.0919 3.5556
H16 -0.3689 0.2992 1.5738
H17 4.5314 2.8755 -4.6458
H18 5.5320 4.9257 -3.8005
H19 4.8731 5.7874 -1.4730
H20 3.2497 4.4166 -0.0666
H21 1.6497 2.0182 -0.3031

Calculated values
HOMO in eV: -7.251
Frontier orbital gap in eV: 7.66
Energy above the lowest of the compared OMol25 structures with the same formula, charge and spin in eV: 0.303
LUMO level in eV: 0.405
Calculated total energy in Eh: -972.24124
SMILES string: CCN(/N=C/c1ccc(N(C)C)cc1)c1nc2ccccc2[nH]1

# 5
Formula: C18H21N5O2
Source: OMol25
Level of theory: the ωB97M-V functional and the def2-TZVPD basis

Geometry (Å):
C1 -4.0661 -3.7364 -1.0996
C2 -3.4038 -2.9625 -0.0109
C3 -3.0081 -1.7044 -0.1165
C4 -2.3795 -0.9129 0.9920
N1 -1.3550 -0.0133 0.5034
C5 -0.1588 -0.2277 -0.1121
N2 0.4774 -1.4095 -0.2859
C6 0.1850 -2.5892 0.4943
C7 1.7501 -1.3173 -0.9731
C8 2.8455 -0.6114 -0.2067
C9 2.8070 -0.4515 1.1699
C10 3.8357 0.1962 1.8328
C11 4.9202 0.6858 1.1278
C12 4.9685 0.5281 -0.2472
C13 3.9372 -0.1130 -0.9076
N3 0.3788 0.8939 -0.5936
C14 -0.4957 1.8689 -0.2863
C15 -1.5896 1.3559 0.3905
C16 -2.6522 2.1813 0.8466
O1 -3.6602 1.8722 1.4591
N4 -2.4087 3.5129 0.4925
C17 -1.3362 4.0748 -0.1712
O2 -1.2742 5.2661 -0.3821
N5 -0.3552 3.1933 -0.5679
C18 0.8212 3.6671 -1.2607
H1 -3.5006 -4.6419 -1.3188
H2 -5.0643 -4.0406 -0.7865
H3 -4.1488 -3.1425 -2.0060
H4 -3.2670 -3.4956 0.9226
H5 -3.1536 -1.1596 -1.0398
H6 -1.9872 -1.5684 1.7728
H7 -3.1426 -0.2658 1.4415
H8 0.2322 -2.3995 1.5708
H9 0.9244 -3.3510 0.2575
H10 -0.8024 -2.9796 0.2425
H11 1.5822 -0.7704 -1.9054
H12 2.0720 -2.3326 -1.2238
H13 1.9670 -0.8211 1.7380
H14 3.7882 0.3175 2.9052
H15 5.7221 1.1904 1.6458
H16 5.8095 0.9112 -0.8064
H17 3.9743 -0.2272 -1.9815
H18 -3.1183 4.1775 0.7796
H19 1.7083 3.2498 -0.7859
H20 0.7960 3.3480 -2.3034
H21 0.8251 4.7539 -1.2063

Calculated values
HOMO in eV: -7.681
Frontier orbital gap in eV: 8.30
Energy above the lowest of the compared OMol25 structures with the same formula, charge and spin in eV: 0.994
LUMO level in eV: 0.617
Calculated total energy in Eh: -1122.82578
SMILES string: C/C=C/Cn1c(N(C)Cc2ccccc2)nc2c1c(=O)[nH]c(=O)n2C